Molecular formula: CH5N4O2
Method: DFT, wB97M-V/def2-TZVPD

The HOMO energy comes out at -15.992 eV. The HOMO-LUMO gap is 0.442 Ha. As for the spin multiplicity: 1. The calculation puts the LUMO energy at -3.97 eV. For the energy relative to the best compared isomer or geometry (same formula, charge and spin), the calculation gives 0.0000 eV. The net charge is +1. The calculated total energy is -11164.6422 eV.

Geometry as XYZ:
```
12
Properties=species:S:1:pos:R:3:forces:R:3
H 1.68674 0.87420 -1.25024 -1.71 -0.70 0.89
N -1.85270 0.97668 0.04541 -0.08 0.34 0.21
N -2.77154 0.33683 0.12439 3.86 2.29 -0.49
O 0.44573 -1.70262 -0.62266 -0.26 -0.81 -0.11
H 1.73426 0.33752 1.49329 -0.47 -0.80 -0.22
H 1.07240 -1.24367 1.78277 0.08 -1.25 1.37
N 1.32915 -0.54312 1.15500 0.30 1.51 -1.14
H 0.16537 0.23587 -1.65462 0.05 0.37 0.10
O -3.63801 -0.37075 0.15517 -3.92 -2.66 0.35
H 0.22926 1.32197 -0.29222 1.14 -2.04 -1.44
C 0.85234 -0.73033 -0.08729 0.35 -0.14 1.47
N 0.74698 0.50739 -0.84901 0.67 3.89 -0.96
```
Forces are in eV/Å.

***

Molecular formula: C19H39BClIN4O2P
Method: DFT, wB97M-V/def2-TZVPD

The HOMO energy comes out at -3.449 eV. The HOMO-LUMO gap is 0.221 Ha. As for the spin multiplicity: 1. The calculation puts the LUMO energy at 2.58 eV. The net charge is -1. The calculated total energy is -60979.8316 eV.

Geometry as XYZ:
```
68
Properties=species:S:1:pos:R:3:forces:R:3
N -3.79637 -4.79074 -0.70608 -0.21 0.45 -1.53
O 3.88688 -1.44748 0.81895 -0.15 1.51 -0.90
H 2.27078 -0.14820 2.68261 -0.07 0.09 -0.04
H 0.23829 1.63392 1.72269 0.85 -0.82 -0.71
H -3.81116 -1.94258 -2.82099 0.01 -0.08 -0.11
H 6.27463 5.58933 -1.37521 -0.11 -0.10 0.01
H -4.58581 -4.75067 -3.79417 0.02 -0.03 0.13
H -6.59280 -3.14221 -3.27490 0.01 0.01 0.05
C -2.68439 -2.12365 6.12038 0.48 -0.02 -0.59
H -0.76999 0.09670 0.19997 1.30 -0.34 0.16
H -1.17921 0.80513 -3.13552 -0.05 0.03 0.05
H 4.55451 3.81655 -1.23817 0.02 -0.24 0.08
H -2.12414 -2.25637 7.04844 0.04 0.13 -0.09
C 7.95733 4.32820 -1.80612 0.07 0.08 -0.03
H 2.23939 1.94063 2.85728 0.17 -0.21 0.24
C -0.69275 1.55429 -2.50605 0.05 0.01 0.04
H 1.20418 -2.01042 1.27301 -1.40 0.43 0.18
C -3.86657 -4.46844 -1.81940 0.22 -0.52 0.63
C -4.48438 -2.62580 -3.34518 -0.20 0.28 0.03
H -4.50136 -2.31826 -4.39413 0.11 -0.05 0.05
H 5.88235 3.45417 -0.13019 -0.09 -0.16 -0.05
H -1.66611 3.24377 -3.40482 -0.11 0.07 0.10
Cl 4.60036 0.91104 2.84647 1.82 0.09 0.78
O 3.55556 0.27576 -0.91021 0.66 -0.20 1.71
H 8.20254 3.40689 -2.33932 -0.06 0.00 0.08
C -2.88948 2.59605 -1.74406 -0.18 -0.37 -0.56
C -1.78348 -1.52495 5.09030 0.50 0.56 -0.37
B 3.42455 -0.13842 0.46839 0.67 -1.86 -0.92
H 0.27907 1.77238 -2.95351 -0.02 -0.02 0.09
H 8.52528 5.13534 -2.27481 -0.01 -0.03 0.06
H 0.71467 -0.46784 -0.63025 -0.09 0.17 1.50
C -3.68720 1.61861 -2.54653 -0.63 -0.57 -0.22
P 2.67006 0.98616 1.84227 -2.29 0.88 -0.50
H -3.44195 3.53611 -1.68018 -0.11 -0.14 -0.01
C -5.88586 -2.48088 -2.76430 -0.07 0.07 0.00
H -2.38350 -4.15959 5.46066 0.00 0.10 0.09
H 4.46988 -1.77683 0.11373 -0.43 -0.03 0.17
N -4.30291 0.85349 -3.16837 0.90 1.15 0.85
H 8.29824 4.22854 -0.77201 -0.01 -0.02 -0.07
C -3.94226 -4.05328 -3.25202 0.03 0.11 0.73
H -3.84695 -3.91130 6.40570 0.10 0.07 0.07
H -2.94360 -4.10387 -3.69113 -0.02 -0.10 0.15
H 3.15100 2.14616 1.06608 0.33 0.23 -0.12
C 6.46309 4.62881 -1.86229 0.28 0.07 -0.12
H -4.87839 -2.68073 4.47226 0.04 -0.03 -0.02
C 0.23900 -1.41965 1.39915 2.28 0.67 -0.86
H -6.23787 -1.45370 -2.87811 0.06 -0.06 -0.03
C 5.81691 2.23690 -1.86199 -0.03 -0.77 -0.21
H 6.16159 4.73426 -2.90881 -0.08 0.00 0.09
C -3.21694 -3.47115 5.62716 -0.22 -0.20 -0.20
N 5.97358 1.21295 -2.39081 -0.03 1.62 0.69
H -5.90517 -2.71466 -1.69725 0.03 -0.06 -0.06
C 0.97566 1.13823 1.00349 -1.15 0.16 -0.97
I -1.39811 -2.68807 0.74030 0.42 0.17 0.44
H -0.97235 3.56895 -1.82061 -0.14 -0.01 0.04
C -4.02620 -3.35383 4.33955 0.00 -0.03 -0.04
C 5.61226 3.55200 -1.18429 0.17 -0.38 -0.49
H 1.07054 1.88034 0.13630 -0.02 -0.90 0.99
H 0.19796 -1.13917 2.48118 -0.58 -0.26 -1.25
H -2.76463 2.20659 -0.73074 -0.05 -0.08 -0.09
N -1.08643 -1.05897 4.28731 -1.13 -0.67 1.35
H -0.52129 1.11602 -1.51951 -0.01 0.11 -0.24
H -3.41687 -2.97893 3.51368 -0.02 0.01 0.06
H 4.49470 0.51024 -1.04385 -0.61 -0.24 -0.36
C -1.52647 2.82748 -2.40228 0.35 -0.13 -0.17
H -4.40924 -4.33202 4.04132 0.00 0.07 0.01
H -3.50831 -1.43366 6.31789 0.09 0.03 -0.08
C 0.32566 -0.17564 0.40159 -1.74 0.31 0.35
```
Forces are in eV/Å.

***

Molecular formula: C16H50N4O7
Method: DFT, wB97M-V/def2-TZVPD

The HOMO energy comes out at -9.093 eV. The HOMO-LUMO gap is 0.353 Ha. The structure (SMILES) is COC[C@H](C)N.COC[C@H](C)N.COC[C@H](C)N.COC[C@H](C)N.O.O.O. As for the spin multiplicity: 1. The calculation puts the LUMO energy at 0.52 eV. For the energy relative to the best compared isomer or geometry (same formula, charge and spin), the calculation gives 0.0000 eV. The net charge is 0. The calculated total energy is -37694.3162 eV.

Geometry as XYZ:
```
77
Properties=species:S:1:pos:R:3:forces:R:3
O 3.48086 9.30213 -13.40913 -0.14 0.02 -0.24
H 0.51517 15.17019 -12.61213 0.08 0.01 -0.06
H 2.49105 14.63072 -11.64976 0.44 0.01 -0.24
H 7.69737 8.47860 -8.62908 -0.36 0.15 -0.17
H 10.67054 10.30443 -9.93836 -0.24 0.19 0.29
H 1.09987 11.12682 -14.63114 0.06 -0.05 -0.01
O 4.69664 11.80828 -12.31689 0.00 -0.55 -0.14
C 1.80458 11.56391 -15.34481 0.05 -0.21 -0.05
H 2.34435 14.64913 -14.49076 -0.05 0.05 0.19
C 8.65376 9.46879 -10.08260 0.53 0.03 0.13
O 9.49992 11.58787 -17.13076 -0.15 0.08 -0.07
N 6.10734 14.41763 -11.66834 0.38 -0.02 -0.34
H 8.69969 11.41782 -9.10372 -0.03 0.17 -0.03
H 11.53164 8.80819 -6.76424 -0.24 -0.01 0.04
O 6.92890 15.33898 -8.19326 0.06 0.27 -0.06
H 3.96930 12.44209 -12.15732 0.13 0.27 0.27
H 2.81169 11.20495 -15.10785 -0.03 0.08 0.08
H 2.12708 13.26039 -10.98423 0.25 -0.19 -0.05
N 6.99819 11.28923 -14.47972 -0.07 0.15 0.13
O 1.73149 12.97597 -15.35915 -0.35 -0.18 -0.42
H 10.61758 8.60187 -10.20254 -0.21 -0.08 0.28
C 8.42364 11.98624 -16.30214 0.30 0.38 0.03
C 0.32961 14.12529 -12.87243 -0.36 -0.14 -0.13
C 8.00102 10.77479 -9.62814 -0.97 -0.22 -0.48
H 5.51019 15.21826 -11.86262 -0.07 -0.04 0.22
H 5.40152 15.56579 -9.47436 0.02 0.05 -0.05
C 7.98675 14.50234 -7.78641 -0.29 -0.23 -0.04
H -0.15841 14.10057 -13.84991 -0.05 0.03 0.06
C 1.61875 13.32647 -12.94189 0.14 0.24 0.34
H 1.37095 12.26844 -12.84859 0.16 -0.08 -0.14
H 9.39137 13.47452 -18.00146 0.04 0.11 0.13
H 1.54897 11.20180 -16.33830 -0.07 0.12 -0.04
C 10.11077 12.67653 -17.79881 -0.26 -0.38 -0.09
H 6.63298 9.25173 -11.51134 -0.09 -0.42 0.16
H 8.47391 15.83506 -11.79085 -0.01 0.04 -0.04
H 8.67659 12.90184 -15.74779 0.04 -0.13 0.05
H 7.21680 9.81028 -17.02500 -0.33 -0.14 0.17
H 8.50876 7.52214 -9.52847 -0.23 -0.09 -0.59
H 7.63968 13.46264 -7.69602 0.06 0.05 0.06
H 3.38872 13.27017 -14.17813 -0.09 -0.14 0.07
H 10.45776 12.31884 -18.76789 0.22 -0.02 0.08
H 8.70337 9.10438 -16.47888 0.00 -0.02 0.10
H 11.73220 7.79105 -8.20668 -0.03 0.10 0.02
H 7.18727 16.81398 -11.05040 0.12 0.09 -0.05
O 10.17991 9.15366 -8.26198 -0.10 0.35 0.34
N 7.86463 8.31158 -9.62261 0.60 0.01 0.65
H 6.62870 14.29794 -12.53580 0.02 -0.13 0.08
H 12.23859 9.49028 -8.22183 -0.14 0.05 -0.06
H 10.94483 13.03923 -17.19623 0.05 0.26 -0.11
C 7.05599 14.73942 -10.58771 -0.10 0.13 -0.40
H -0.37082 13.71054 -12.14487 0.05 0.06 0.06
C 7.78506 9.57397 -16.12172 0.43 0.33 -0.14
H 6.88006 10.60279 -13.73792 0.04 0.02 -0.09
H 4.34855 8.88534 -13.46735 -0.07 -0.14 0.13
C 10.10692 9.40753 -9.63397 0.54 -0.67 -0.80
C 7.87927 15.98266 -10.88895 -0.10 0.04 0.09
H 6.12183 11.25673 -14.99557 0.04 0.11 -0.01
H 7.25819 8.88448 -15.46525 -0.12 -0.10 -0.14
H 8.54753 16.26264 -10.07465 -0.02 -0.05 0.04
O 6.07475 9.27421 -12.29635 0.29 0.25 -0.05
H 8.31024 14.86006 -6.81301 0.11 -0.02 0.01
H 8.95914 10.64633 -14.71597 0.06 0.32 0.06
C 11.47125 8.79857 -7.84994 0.57 -0.22 -0.01
H 7.13499 10.56601 -8.99445 0.24 -0.02 0.29
H 7.69903 13.86158 -10.48564 0.13 0.05 -0.02
H 7.54297 12.22622 -16.92020 -0.01 -0.07 0.03
H 5.50095 12.33667 -12.25338 -0.10 0.30 0.03
H 7.53474 11.28054 -10.48052 0.38 0.28 0.04
C 8.09491 10.86857 -15.34764 -0.26 -0.79 -0.11
H 5.54808 10.08154 -12.19164 -0.14 0.07 0.16
N 2.56199 13.62921 -11.83167 -1.00 0.09 0.35
H 5.81272 13.87078 -9.11646 -0.13 0.16 0.04
C 6.22934 14.87052 -9.32239 -0.08 -0.51 0.31
H 8.73021 9.41461 -11.17383 -0.25 0.15 -0.02
C 2.33622 13.57925 -14.25718 0.60 0.23 -0.09
H 8.82267 14.52098 -8.49107 0.09 0.04 0.03
H 3.68462 10.16695 -13.03360 0.01 0.07 0.00
```
Forces are in eV/Å.

***

Molecular formula: C9H13N2OS
Method: DFT, wB97M-V/def2-TZVPD

The HOMO energy (alpha / beta) comes out at -10.999 / -12.041 eV. The HOMO-LUMO gap (alpha / beta) is 0.196 / 0.246 Ha. As for the spin multiplicity: 1. The calculation puts the LUMO energy (alpha / beta) at -5.67 / -5.34 eV. For the energy relative to the best compared isomer or geometry (same formula, charge and spin), the calculation gives 4.7931 eV. The net charge is +1. The calculated total energy is -25394.5078 eV.

Geometry as XYZ:
```
26
Properties=species:S:1:pos:R:3:forces:R:3
C -2.55456 3.08434 -0.07195 0.53 -2.38 2.35
O -1.64567 2.38151 -0.74812 -0.32 -0.21 0.00
C 1.65432 1.06238 -0.39829 1.30 0.45 -0.65
H 0.24546 -1.37494 -0.68215 2.31 -1.82 -0.41
H -2.41850 -3.65458 -0.88740 0.40 0.10 0.54
H -1.98554 -3.68028 0.83440 0.69 -0.09 -1.14
H 4.29006 -0.66314 -0.68212 -0.02 1.02 0.78
H -2.96379 4.00600 -0.32140 0.13 1.53 -1.30
C 4.09344 0.01727 0.19517 0.57 1.45 -1.90
C -0.64499 -1.04417 -0.30810 -2.07 -0.88 0.31
C -2.94876 2.43384 1.10346 1.40 -0.42 -1.95
H 3.38909 1.75088 -1.41122 -1.29 0.23 0.08
H 4.40784 1.14193 0.01331 -0.57 -2.35 0.24
C -2.33902 1.18971 1.10388 1.31 -0.09 -2.23
S 2.36029 -0.08981 0.62803 -0.20 0.73 -0.71
H -0.77046 -3.77758 -0.51997 2.77 -1.10 -0.41
N -0.69141 0.24062 -0.57781 -1.23 4.44 -0.38
H 4.67703 -0.30703 1.00998 0.62 -0.50 1.03
C -1.61476 -3.32358 -0.18253 -3.69 -1.20 1.08
C -1.68093 -1.90158 -0.11134 -0.52 1.80 0.05
N 2.35036 1.80423 -1.30955 -1.29 -0.47 2.08
H -2.44582 0.27521 1.65344 -0.04 0.22 0.76
H 1.86426 2.70978 -1.41794 0.81 -0.74 -0.72
H -2.74048 -1.61249 -0.03620 0.70 0.78 0.22
C -1.49692 1.17085 -0.06975 -0.75 -1.08 0.79
H -3.46450 2.93668 1.83527 -1.57 0.59 1.49
```
Forces are in eV/Å.

***

| no. | strongest force on any atom (eV/Å) |
| --- | --- |
| 1 | 4.75 |
| 2 | 2.52 |
| 3 | 1.17 |
| 4 | 4.62 |